No. 1
A cluster of 3 separate species, C41H82N5O4S2 in total in a non-equilibrium geometry, computed with wB97M-V/def2-TZVPD.

Structure (XYZ):
```
134
Properties=species:S:1:pos:R:3:forces:R:3
C -0.817726 0.455020 3.979236 -0.3 0.2 -0.8
C -1.177053 -0.381475 2.669016 -0.2 0.5 0.7
C -1.513536 0.540038 1.443462 0.5 -0.3 0.1
C -2.286428 -0.216384 0.269116 1.0 1.7 1.4
N -1.664703 -1.543236 -0.063485 -1.3 -0.9 0.3
C -1.254122 -1.610420 -1.486123 -0.4 1.2 -1.4
C 0.030517 -0.755938 -1.795125 -0.1 0.0 0.2
C 1.376256 -1.520208 -1.531875 -0.5 -0.3 -0.2
C 2.683306 -0.685589 -1.776987 1.3 -0.8 0.1
C 2.983058 0.425881 -0.699341 -3.4 -0.7 0.3
C 2.481802 -0.017960 0.754035 -0.9 -0.2 -1.3
C 2.151846 1.691639 -1.250174 2.0 1.5 1.7
C 3.339305 2.764579 -1.514072 -1.4 -2.0 0.2
C 4.248210 2.382561 -0.280927 -1.2 2.4 -0.1
C 5.506317 3.259940 0.021145 0.7 0.3 -1.3
C 5.102615 4.788007 0.184016 -0.1 0.3 1.1
C 5.062670 5.234811 1.716489 -0.9 -0.2 -0.2
C 4.290897 4.160143 2.547811 0.1 -0.6 1.1
C 2.815962 4.073692 2.546592 2.1 -1.8 1.3
C 2.231384 2.993295 3.329512 1.3 0.1 -0.2
C 3.052398 2.038806 4.083886 0.9 1.2 -0.8
C 4.499458 2.154733 4.116314 -0.7 1.8 -1.7
C 5.115956 3.231173 3.335215 -2.3 -0.2 -0.1
N 4.381512 0.894134 -0.432379 2.0 0.3 -0.1
C 5.523869 0.541040 -1.328892 2.5 0.1 -1.5
C 6.870294 0.249330 -0.536200 -0.6 -0.7 -0.1
C 6.825849 -1.111646 0.273574 0.7 0.8 1.0
N 7.600149 -0.863971 1.530552 -0.2 -0.2 -0.9
C -2.738459 -2.523171 0.205852 0.3 -0.6 -0.8
S -4.006762 -2.747103 -0.815902 0.9 0.1 0.8
S -2.662975 -3.500943 1.759562 0.0 0.2 -0.5
C -1.347575 -4.754514 1.438717 1.1 0.8 -0.5
C 0.072051 -4.120916 1.083521 0.0 -0.6 0.3
C 1.154636 -5.102393 1.717699 -0.5 0.4 -0.7
H -0.933115 1.546336 3.723505 0.0 -0.9 0.6
H 0.228284 0.297844 4.341998 -0.9 0.0 -0.3
H -1.541811 0.175882 4.781910 0.7 0.5 -0.5
H -0.333979 -1.094363 2.482021 -1.0 0.5 -0.2
H -2.113326 -0.952067 2.909343 1.0 0.3 -0.3
H -2.115827 1.399912 1.850811 0.3 -0.9 -0.6
H -0.563271 0.999364 1.037177 -0.8 -0.4 0.3
H -2.200511 0.465816 -0.619938 -0.5 -0.8 0.6
H -3.345364 -0.306103 0.625634 0.9 0.0 -0.7
H -1.160425 -2.645360 -1.895068 0.0 0.7 0.7
H -2.090621 -1.125294 -2.077450 0.9 -0.6 0.3
H -0.082664 0.197452 -1.202405 0.4 -0.9 -0.4
H 0.031786 -0.437924 -2.878457 -0.2 -0.4 1.0
H 1.344794 -2.031351 -0.527110 0.2 0.7 -0.9
H 1.402642 -2.370281 -2.276462 0.0 0.9 0.7
H 2.625016 -0.192881 -2.781406 0.1 -0.4 0.8
H 3.530173 -1.432572 -1.853652 -0.8 0.7 0.2
H 2.848689 0.656990 1.567438 -0.2 -0.6 -0.6
H 1.359089 0.058104 0.716457 1.1 -0.2 0.3
H 2.720929 -1.103565 0.917962 0.0 1.1 0.1
H 1.611459 2.152210 -0.372454 0.0 -0.7 -1.1
H 1.503062 1.525265 -2.136698 0.6 -0.1 0.9
H 2.855109 3.774469 -1.504718 1.1 -0.8 -0.2
H 3.753855 2.427895 -2.498322 0.1 1.0 0.7
H 3.549694 2.518681 0.585222 0.7 -0.2 -0.5
H 6.094956 2.882350 0.900769 -0.8 0.4 -0.7
H 6.231824 3.240929 -0.845241 -0.8 -0.2 0.8
H 4.084396 5.006299 -0.242034 1.1 -0.4 0.3
H 5.833662 5.473284 -0.319653 -0.6 -0.9 0.2
H 4.519419 6.217087 1.794732 0.5 -0.9 -0.2
H 6.096534 5.432949 2.107873 -0.9 -0.5 -0.3
H 2.206078 4.798257 1.953109 0.6 -0.8 0.7
H 1.118661 2.876504 3.344412 1.2 0.1 0.1
H 2.584052 1.206230 4.650097 0.2 0.8 -0.5
H 5.189488 1.486415 4.679681 -1.0 0.5 -0.4
H 6.226848 3.367564 3.323452 -1.2 -0.1 0.1
H 4.717097 0.565467 0.488531 -0.7 -0.2 -0.3
H 5.755617 1.404610 -2.013909 -0.6 -0.8 0.7
H 5.367615 -0.340274 -1.993057 -0.5 0.7 0.8
H 7.129602 1.054226 0.193985 -0.3 -0.5 -0.7
H 7.712171 0.200456 -1.280827 -0.9 0.2 0.7
H 5.776418 -1.404992 0.555227 0.6 0.0 -0.8
H 7.378869 -1.932640 -0.249568 -0.9 0.7 0.2
H 7.084713 -0.241345 2.151322 0.2 -0.5 0.0
H 7.852300 -1.740636 1.982940 -0.3 0.4 0.1
H -1.718377 -5.415305 0.615661 0.4 0.4 0.8
H -1.191434 -5.323622 2.396045 -0.7 0.5 -0.9
H 0.159019 -3.076680 1.491442 -0.2 -1.1 -0.2
H 0.196075 -4.020911 -0.030241 -0.1 -0.3 1.0
H 1.201178 -4.935513 2.825900 0.0 -0.3 -1.0
H 2.174183 -4.958023 1.276955 -0.8 -0.1 0.4
H 0.813663 -6.150272 1.484284 0.6 0.9 0.4
C -0.371232 -6.033019 -7.985622 0.1 0.2 -0.1
O -0.995857 -4.813618 -8.349412 -0.1 -0.4 0.1
C -2.418167 -4.893972 -8.428441 -0.1 0.5 -0.1
C -3.078172 -4.162746 -7.265467 0.2 -0.4 0.1
N -2.881214 -4.871042 -6.003088 0.0 0.3 0.0
C -3.218204 -4.086814 -4.813429 0.2 -0.2 -0.1
C -2.463833 -2.774359 -4.572774 -0.3 -0.1 0.3
O -1.087569 -2.939154 -4.239610 -0.1 0.2 -0.3
C -0.231389 -3.147922 -5.352674 0.2 -0.1 0.4
H 0.696439 -5.934203 -8.184636 -0.1 0.1 0.0
H -0.499399 -6.242681 -6.919726 0.0 -0.2 0.0
H -0.755791 -6.868714 -8.576409 0.0 0.0 0.1
H -2.766403 -5.928856 -8.506611 0.1 0.0 0.2
H -2.702639 -4.384659 -9.353385 0.0 0.0 0.0
H -4.151226 -4.073363 -7.460480 0.0 0.0 0.0
H -2.651645 -3.153854 -7.232944 -0.1 0.1 -0.2
H -1.912152 -5.152893 -5.927609 -0.1 0.0 -0.1
H -3.036604 -4.736966 -3.952586 -0.1 0.1 0.1
H -4.293499 -3.878746 -4.827559 0.1 0.1 0.0
H -2.917966 -2.303826 -3.696596 0.0 -0.1 0.0
H -2.581957 -2.057366 -5.392041 0.1 -0.1 -0.1
H -0.554338 -2.596441 -6.237891 -0.1 -0.1 0.0
H -0.147172 -4.213772 -5.570077 0.0 0.0 -0.3
H 0.766929 -2.799428 -5.076830 -0.1 0.1 0.0
C -7.690844 3.274483 6.298625 -0.1 -0.2 -0.1
O -8.143706 3.344334 4.957046 0.2 0.3 0.3
C -7.975452 4.626212 4.355955 -0.1 -0.1 -0.5
C -6.856986 4.608134 3.320584 0.1 -0.1 0.4
N -5.544000 4.478620 3.948676 0.0 -0.1 -0.2
C -4.461760 4.151757 3.019702 -0.1 0.0 0.2
C -4.566454 2.852386 2.211882 0.3 0.1 0.0
O -4.439359 1.667076 2.987239 -0.2 0.2 -0.2
C -5.628044 1.267186 3.654664 0.3 -0.3 0.2
H -8.075011 2.351331 6.733456 0.0 0.0 -0.1
H -6.598583 3.243576 6.348267 0.0 0.1 0.2
H -8.065040 4.115262 6.889052 0.1 0.0 0.0
H -7.824055 5.412461 5.102638 0.1 -0.1 0.0
H -8.912727 4.846627 3.837421 0.0 0.0 0.0
H -6.886390 5.538157 2.744378 0.0 0.0 0.0
H -7.061234 3.776386 2.637424 -0.2 0.1 -0.1
H -5.582063 3.752063 4.652241 0.0 0.1 0.0
H -3.546802 4.098334 3.617277 0.0 0.0 -0.1
H -4.334713 4.990372 2.325802 -0.1 -0.1 -0.1
H -3.716873 2.837882 1.521959 0.0 0.0 0.0
H -5.462101 2.811650 1.583215 -0.1 0.0 0.1
H -6.527285 1.492359 3.077873 0.0 0.1 0.0
H -5.677684 1.724743 4.644015 -0.2 0.0 0.0
H -5.579050 0.187197 3.805439 0.1 0.0 -0.1
```
Positions in Å, forces in eV/Å.

For the maximum force, the calculation gives 3.484 eV Å⁻¹. The value obtained for the frontier orbital gap is 0.287 Ha. The multiplicity is 1. Its charge is +1. The highest occupied orbital energy is -10.020 eV.

No. 2
An isolated molecule of C5H6O3 in a non-equilibrium geometry, computed with wB97M-V/def2-TZVPD.

Structure (XYZ):
```
14
Properties=species:S:1:pos:R:3:forces:R:3
O 0.796213 1.573386 -2.486750 -0.3 -2.7 0.7
C 0.974203 0.636487 -1.711996 2.8 2.2 -1.3
C 1.087185 1.056979 -0.216350 -0.1 -1.9 -1.7
O 1.972405 0.130079 0.385550 -1.3 -0.9 1.1
C 0.567392 0.159763 0.767443 -2.5 -0.3 4.1
C -0.523744 -0.814975 0.359153 0.7 -0.1 2.0
C -1.919814 -0.717894 0.712465 0.4 0.9 1.6
O -1.171438 -1.817848 1.229201 1.2 1.5 0.5
H 1.653207 -0.411708 -2.024240 -2.4 2.4 0.8
H 1.262552 2.077714 -0.052013 0.1 1.3 0.1
H 0.222529 0.376747 1.870783 1.8 0.7 -1.8
H -0.099892 -1.263929 -0.412508 0.5 -2.4 -4.3
H -2.116131 0.109900 1.466467 -0.2 -1.1 -1.0
H -2.704666 -1.094702 0.112796 -0.8 0.4 -0.9
```
Positions in Å, forces in eV/Å.

Its energy above the lowest of the compared OMol25 structures with the same formula, charge and spin is 468.93 kJ/mol. For the maximum force, the calculation gives 4.930 eV Å⁻¹. The value obtained for the frontier orbital gap is 0.387 Ha. The multiplicity is 1. Its charge is 0. The highest occupied orbital energy is -10.327 eV.

No. 3
A structure of composition C4H11NP in a non-equilibrium geometry, computed with wB97M-V/def2-TZVPD.

Structure (XYZ):
```
17
Properties=species:S:1:pos:R:3:forces:R:3
C -0.456978 0.065737 0.832383 -3.1 -1.7 3.8
C -1.640020 -1.656779 -0.123092 -3.0 0.9 -4.3
C -0.380091 -0.080973 -1.633597 -0.4 3.2 2.5
C 2.079737 1.190705 0.502744 1.8 3.8 1.0
N -0.924842 -0.449830 -0.266387 3.3 1.8 0.4
P 0.500321 1.513588 1.183810 -2.1 1.3 -3.8
H -1.176790 -0.486381 1.953853 2.4 1.9 -3.5
H -2.012602 -1.848368 -1.212861 0.3 -0.5 2.4
H -2.428999 -1.443221 0.539758 -1.4 -0.2 0.6
H -1.028478 -2.350550 0.280302 1.8 -2.7 0.8
H -0.775722 1.003068 -1.772830 0.5 -2.0 -0.5
H -0.651143 -0.824948 -2.309180 -0.8 -0.8 -1.3
H 0.696688 -0.030348 -1.596683 0.3 0.0 0.1
H 2.509423 0.394289 1.014574 1.1 -1.6 0.0
H 2.728915 2.149852 0.726040 -1.2 -1.7 0.1
H 2.084895 1.303568 -0.523505 0.2 -0.9 -2.3
H 0.875687 1.550591 2.404669 0.3 -0.7 3.9
```
Positions in Å, forces in eV/Å.

Its energy above the lowest of the compared OMol25 structures with the same formula, charge and spin is 323.88 kJ/mol. For the maximum force, the calculation gives 5.319 eV Å⁻¹. The value obtained for the frontier orbital gap (alpha / beta) is 0.327 / 0.327 Ha. The multiplicity is 1. Its charge is +1. The highest occupied orbital energy (alpha / beta) is -13.670 / -13.670 eV.